{"formula": "C37H52N3O2P3Zn", "method": "the ωB97M-V functional and the def2-TZVPD basis", "homo_lumo_gap_ev": 7.14, "homo_ev": -6.5, "charge": 0, "lumo_ev": 0.6, "total_energy_ha": -4559.37833, "species": ["Zn", "C", "P", "C", "C", "C", "C", "C", "C", "C", "P", "C", "C", "H", "H", "H", "H", "H", "H", "H", "H", "H", "H", "H", "H", "H", "H", "H", "H", "C", "C", "C", "P", "C", "C", "C", "C", "C", "C", "C", "C", "C", "C", "N", "C", "C", "C", "C", "C", "C", "C", "C", "C", "H", "H", "H", "H", "H", "H", "H", "H", "H", "H", "H", "H", "H", "H", "H", "H", "H", "H", "H", "H", "H", "H", "H", "H", "H", "H", "H", "H", "H", "H", "H", "C", "N", "C", "C", "C", "O", "N", "C", "O", "H", "H", "H", "H", "H"], "positions_angstrom": [[0.135711, 0.365696, 0.001573], [0.917861, -0.356036, 3.967813], [0.351172, 0.769487, 2.630343], [-1.125561, 1.505459, 3.426621], [1.640876, 2.060460, 2.794003], [1.582256, 3.032029, 3.793347], [2.609539, 3.946601, 3.957785], [3.721655, 3.893107, 3.127990], [3.783154, 2.943480, 2.123447], [2.746782, 2.031832, 1.931549], [2.780981, 0.849620, 0.527100], [4.160610, -0.249385, 1.050741], [3.581494, 1.790326, -0.822753], [1.116470, 0.217947, 4.874605], [1.832969, -0.866960, 3.659650], [0.153291, -1.109402, 4.158498], [-0.980931, 1.645232, 4.498322], [-1.955789, 0.814879, 3.265154], [-1.372904, 2.462666, 2.962251], [0.722802, 3.083303, 4.452936], [2.543752, 4.700538, 4.733745], [4.531998, 4.600060, 3.255973], [4.638790, 2.940183, 1.457673], [5.054888, 0.345777, 1.241919], [4.375212, -0.981741, 0.268571], [3.887562, -0.786442, 1.961437], [4.598333, 2.090504, -0.567746], [2.974748, 2.675381, -1.019554], [3.617214, 1.155321, -1.710110], [2.468015, -1.638071, -2.200098], [1.818364, -0.740264, -3.260090], [1.597690, -1.576880, -4.521002], [0.304389, 0.029267, -2.492873], [-0.236612, 1.405244, -3.613980], [-0.012821, 1.276629, -5.120753], [-1.694054, 1.764908, -3.299587], [-0.889334, -1.323935, -2.487336], [-1.519401, -1.791090, -3.649155], [-2.292395, -2.934230, -3.683444], [-2.961809, -3.410938, -4.950008], [-2.381266, -3.662029, -2.491642], [-1.785677, -3.235252, -1.326747], [-1.060411, -2.014268, -1.252255], [-0.521142, -1.547565, -0.081945], [-0.834293, -2.211447, 1.132852], [-2.114798, -2.189717, 1.717453], [-3.300289, -1.568717, 1.024643], [-2.298133, -2.789105, 2.963280], [-1.271002, -3.426972, 3.647656], [-1.497979, -4.035789, 5.009493], [-0.019322, -3.455767, 3.047465], [0.211675, -2.856276, 1.814736], [1.582654, -2.899243, 1.192004], [3.401680, -2.066547, -2.577501], [1.791691, -2.461576, -1.950167], [2.677820, -1.103926, -1.276567], [2.479596, 0.101133, -3.494081], [0.941644, -2.423547, -4.307254], [2.561135, -1.977044, -4.853369], [1.166389, -1.014847, -5.348119], [0.396736, 2.226856, -3.263937], [-0.649298, 0.513058, -5.569953], [1.025425, 1.056652, -5.367831], [-0.265553, 2.229023, -5.593740], [-2.354760, 0.913127, -3.480079], [-2.019168, 2.593935, -3.934868], [-1.816136, 2.065248, -2.259516], [-1.388579, -1.235079, -4.570603], [-2.895640, -2.655326, -5.734232], [-4.019515, -3.630636, -4.786144], [-2.495495, -4.324196, -5.329947], [-2.937451, -4.595766, -2.484635], [-1.884140, -3.832065, -0.426667], [-3.020409, -0.664180, 0.486738], [-4.077130, -1.323735, 1.752371], [-3.728174, -2.263835, 0.297629], [-3.289660, -2.763299, 3.407901], [-2.525031, -4.387099, 5.121022], [-1.314847, -3.302384, 5.800103], [-0.826133, -4.878267, 5.182838], [0.801515, -3.963154, 3.550827], [2.274124, -3.476161, 1.809973], [1.985687, -1.889938, 1.062165], [1.542626, -3.344803, 0.195186], [-3.779435, 3.095360, 0.452256], [-2.361217, 3.430203, 0.386216], [-1.894877, 4.720570, 0.500279], [-0.591246, 5.004421, 0.398317], [0.368405, 3.932536, 0.120809], [1.550660, 4.166300, -0.097351], [-0.135206, 2.638032, 0.117585], [-1.452439, 2.406899, 0.225935], [-1.869437, 1.217663, 0.173402], [-4.353598, 4.019213, 0.444310], [-4.006402, 2.530786, 1.355641], [-4.059150, 2.485082, -0.403594], [-2.650211, 5.476296, 0.670647], [-0.221759, 6.016643, 0.476412]], "atomic_forces_ev_per_a": [[0.34, -0.19, 0.01], [-0.04, 0.00, -0.11], [-0.02, 0.02, 0.10], [0.02, -0.02, -0.07], [0.03, 0.01, -0.05], [0.00, 0.00, 0.00], [0.01, 0.01, 0.00], [-0.01, -0.01, 0.03], [-0.01, 0.06, -0.06], [-0.08, 0.02, -0.06], [0.02, 0.19, -0.02], [-0.10, -0.07, 0.00], [-0.04, -0.01, 0.09], [0.00, -0.01, 0.01], [-0.06, 0.01, 0.02], [0.01, 0.01, -0.02], [-0.03, 0.03, 0.01], [0.02, 0.02, 0.01], [0.02, -0.05, 0.01], [0.05, -0.03, -0.03], [0.00, -0.03, -0.03], [-0.02, -0.01, -0.01], [-0.03, -0.02, 0.03], [0.01, -0.02, 0.01], [-0.01, 0.04, 0.06], [0.03, 0.03, -0.05], [0.02, 0.00, -0.02], [0.01, -0.03, 0.00], [0.00, 0.00, 0.02], [-0.02, -0.02, -0.09], [-0.05, -0.08, 0.12], [-0.01, 0.00, -0.05], [-0.10, -0.05, 0.04], [-0.12, -0.03, 0.03], [-0.02, 0.03, 0.04], [0.06, 0.00, -0.06], [0.03, -0.07, -0.05], [0.04, 0.07, 0.10], [-0.05, -0.07, -0.07], [0.06, 0.01, 0.10], [0.01, 0.00, 0.01], [-0.02, 0.08, 0.09], [0.01, 0.00, 0.19], [-0.21, -0.19, -0.15], [0.16, 0.07, -0.06], [0.02, 0.01, 0.00], [0.12, 0.04, 0.01], [-0.01, -0.01, 0.00], [-0.03, -0.01, 0.02], [0.01, 0.04, -0.06], [0.05, -0.10, -0.05], [0.02, -0.05, -0.04], [-0.07, 0.00, 0.04], [-0.06, 0.02, 0.00], [0.05, 0.05, -0.03], [-0.01, 0.02, 0.04], [0.05, 0.02, 0.03], [0.05, 0.04, 0.00], [-0.06, 0.02, 0.00], [0.02, -0.07, 0.06], [0.00, 0.07, 0.02], [0.03, -0.01, 0.01], [-0.03, 0.02, 0.01], [-0.01, -0.01, 0.00], [0.03, 0.07, 0.00], [0.04, -0.03, 0.03], [-0.02, -0.06, 0.00], [0.02, 0.02, -0.01], [0.00, -0.01, 0.01], [0.03, 0.02, 0.00], [-0.02, 0.02, 0.00], [0.02, 0.03, 0.02], [0.00, 0.02, -0.05], [0.01, -0.03, 0.02], [0.02, -0.01, -0.03], [0.00, 0.01, 0.00], [0.02, 0.01, -0.02], [0.04, 0.00, -0.01], [-0.01, -0.02, 0.00], [-0.03, 0.02, -0.01], [-0.04, 0.06, -0.04], [-0.03, 0.02, -0.02], [-0.05, -0.08, -0.01], [0.01, 0.02, 0.06], [0.10, 0.06, 0.00], [0.02, -0.07, 0.00], [-0.03, -0.08, -0.01], [-0.02, 0.00, -0.02], [0.00, -0.28, 0.00], [0.00, -0.07, 0.03], [-0.24, 0.31, -0.01], [0.07, -0.21, -0.06], [0.04, 0.53, 0.05], [0.01, 0.00, 0.01], [0.02, -0.01, 0.03], [0.02, 0.00, -0.02], [-0.02, -0.02, -0.01], [-0.03, -0.05, -0.01]], "lowdin_charge": [0.40, -0.23, 0.93, -0.24, -0.38, -0.09, -0.07, -0.07, -0.09, -0.38, 0.88, -0.26, -0.25, 0.05, 0.04, 0.03, 0.04, 0.04, 0.04, 0.10, 0.10, 0.11, 0.10, 0.04, 0.04, 0.03, 0.04, 0.03, 0.03, -0.13, -0.52, -0.11, 1.08, -0.52, -0.11, -0.10, -0.30, -0.08, -0.29, -0.06, -0.05, -0.03, -0.30, -0.05, -0.26, -0.21, -0.03, -0.02, -0.29, -0.06, -0.04, -0.22, -0.04, 0.09, 0.07, 0.00, 0.10, 0.08, 0.08, 0.05, 0.10, 0.07, 0.06, 0.08, 0.08, 0.08, 0.05, 0.09, 0.07, 0.07, 0.08, 0.11, 0.11, 0.05, 0.08, 0.08, 0.11, 0.07, 0.08, 0.07, 0.12, 0.08, 0.02, 0.08, -0.01, -0.05, -0.06, 0.01, -0.49, 0.01, 0.13, -0.59, -0.08, 0.09, 0.09, 0.09, 0.12, 0.11]}